DFT (ωB97M-V with the def2-TZVPD basis set) results for a 11-piece molecular cluster, C43H57F30NO21 overall.

- total charge = +1
- 2S+1 = 2
- E (eV) = -171517.3873
- LUMO level (alpha / beta) (eV) = -2.99 / -8.33

Geometry as XYZ:
```
152
C43H57F30NO21 (ωB97M-V with the def2-TZVPD basis set)
C 1.182 -0.157 0.130
O 1.750 0.795 -0.322
N -0.001 -0.148 0.816
C -0.865 0.980 0.989
C -0.396 -1.372 1.541
H 1.698 -1.129 0.167
H -0.632 1.810 0.322
H -0.821 1.340 2.017
H -1.884 0.628 0.828
H -0.076 -1.281 2.579
H -1.481 -1.451 1.474
H 0.081 -2.267 1.141
C 0.748 4.369 -1.099
C 0.967 5.780 -1.598
O 0.691 6.713 -0.587
C -0.527 7.329 -0.325
O -1.507 7.094 -1.057
C -0.567 8.456 0.676
F -0.828 9.568 -0.033
F -1.560 8.236 1.530
F 0.589 8.632 1.317
H 1.136 3.751 -1.908
H -0.284 4.094 -0.882
H 1.311 4.120 -0.199
H 0.371 6.071 -2.463
H 1.932 5.914 -2.088
C -2.344 -9.154 1.211
C -1.245 -9.035 0.213
O -1.319 -7.708 -0.344
C -0.250 -6.998 -0.683
O 0.926 -7.266 -0.344
C -0.588 -5.655 -1.379
F -0.031 -5.708 -2.560
F -1.892 -5.507 -1.579
F -0.034 -4.638 -0.682
H -2.309 -10.161 1.628
H -3.299 -9.108 0.688
H -2.266 -8.409 2.003
H -1.405 -9.758 -0.587
H -0.347 -9.351 0.742
C -4.514 -2.564 -0.526
C -3.374 -2.229 -1.469
O -3.844 -1.921 -2.774
C -4.063 -0.617 -3.228
O -3.761 0.440 -2.577
C -4.787 -0.485 -4.647
F -3.755 -0.385 -5.521
F -5.611 -1.500 -4.962
F -5.509 0.621 -4.694
H -5.303 -2.991 -1.145
H -5.001 -1.698 -0.078
H -4.182 -3.227 0.274
H -2.696 -3.071 -1.610
H -2.768 -1.425 -1.052
C -2.321 -3.875 -5.435
C -0.813 -4.075 -5.234
O -0.344 -3.100 -4.370
C 1.038 -3.003 -4.020
O 1.930 -3.658 -4.442
C 1.363 -1.963 -2.869
F 0.188 -1.502 -2.427
F 1.974 -2.535 -1.756
F 2.027 -0.973 -3.350
H -2.601 -2.847 -5.664
H -2.878 -4.096 -4.525
H -2.794 -4.513 -6.181
H -0.317 -3.908 -6.190
H -0.559 -5.086 -4.914
C 5.118 -0.912 -0.667
C 5.220 -2.406 -0.964
O 6.623 -2.739 -1.141
C 7.454 -2.821 -0.071
O 7.150 -2.699 1.105
C 8.917 -3.157 -0.419
F 9.643 -2.130 -0.082
F 9.309 -4.203 0.345
F 9.026 -3.527 -1.661
H 4.098 -0.531 -0.599
H 5.531 -0.356 -1.509
H 5.649 -0.556 0.216
H 4.640 -2.736 -1.826
H 4.871 -3.025 -0.137
C -6.506 -2.982 3.548
C -5.534 -2.257 4.451
O -4.297 -2.897 4.619
C -3.460 -3.279 3.562
O -3.478 -2.825 2.437
C -2.383 -4.366 3.988
F -1.171 -3.825 4.225
F -2.687 -4.977 5.183
F -2.219 -5.223 2.953
H -6.073 -3.077 2.553
H -7.511 -2.561 3.590
H -6.858 -3.919 3.979
H -6.000 -2.082 5.421
H -5.439 -1.245 4.057
C -3.543 3.325 -1.202
C -2.782 3.745 -2.500
O -3.550 4.876 -3.018
C -2.929 5.692 -3.939
O -1.764 5.603 -4.284
C -3.781 6.801 -4.593
F -3.714 6.592 -5.879
F -5.090 6.769 -4.189
F -3.185 8.009 -4.329
H -4.541 3.039 -1.532
H -3.676 4.186 -0.547
H -3.161 2.448 -0.679
H -2.786 2.952 -3.248
H -1.741 4.052 -2.406
C -2.450 0.501 4.314
C -2.436 1.984 4.603
O -2.381 2.823 3.501
C -2.021 4.087 3.682
O -2.076 4.646 4.772
C -1.549 4.790 2.379
F -0.954 5.957 2.675
F -0.748 3.967 1.689
F -2.583 5.183 1.660
H -1.523 0.160 3.854
H -3.206 0.220 3.580
H -2.618 -0.006 5.265
H -1.492 2.036 5.145
H -3.227 2.284 5.291
C 2.434 1.611 2.761
C 3.800 1.027 2.548
O 4.162 -0.092 3.460
C 3.701 -1.332 3.190
O 2.914 -1.559 2.303
C 4.133 -2.421 4.215
F 4.859 -3.309 3.483
F 4.853 -1.911 5.219
F 3.073 -3.024 4.697
H 2.101 2.308 1.991
H 2.257 2.169 3.681
H 1.685 0.819 2.762
H 4.560 1.808 2.571
H 3.885 0.711 1.508
C 4.154 3.097 -1.862
C 4.634 3.190 -0.355
O 5.749 4.063 -0.291
C 5.756 5.374 0.071
O 4.717 6.030 0.295
C 7.210 5.874 0.246
F 7.318 7.259 0.095
F 7.579 5.587 1.467
F 8.110 5.307 -0.658
H 3.188 2.614 -2.015
H 4.836 2.544 -2.507
H 3.954 4.052 -2.348
H 5.019 2.211 -0.071
H 3.886 3.354 0.421
```